# 1
Computed, not measured: a 2-piece molecular cluster, C37H46O7Si overall in a non-equilibrium geometry, with the ωB97M-V functional and the def2-TZVPD basis.

Calculated values
HOMO   -9.193 eV
Gap between HOMO and LUMO   8.260 eV
SMILES string   CCOC(=O)CCCOC(=O)OCCCCCCCC[Si](C)(C)c1ccccc1.O=C1c2ccccc2C(=O)c2ccccc21

Structure (XYZ):
```
91
Properties=species:S:1:pos:R:3:forces:R:3:mulliken_charge:R:1
C 1.438 -6.191 0.236 0.188 -0.615 -0.426 -0.38
C 1.831 -6.497 -1.241 0.353 0.285 0.912 -0.36
O 1.747 -5.355 -2.114 -0.768 0.256 0.389 -0.34
C 0.470 -5.113 -2.559 -0.669 -0.207 -1.325 0.26
O 0.080 -5.613 -3.590 0.476 0.214 0.791 -0.56
C -0.448 -4.174 -1.773 0.517 -0.153 0.369 0.85
C -1.841 -4.042 -2.391 0.183 -0.275 0.098 -1.15
C -1.917 -3.101 -3.589 -0.422 -0.391 0.399 -0.67
O -1.543 -1.734 -3.284 -0.666 -0.097 0.337 -0.21
C -2.544 -0.837 -3.543 0.370 1.219 -1.685 0.58
O -2.423 -0.060 -4.460 -0.374 -0.705 0.979 -0.59
O -3.633 -0.819 -2.731 0.982 -0.179 0.457 -0.44
C -3.155 -0.844 -1.342 -0.572 -0.212 -0.059 1.09
C -4.257 -0.560 -0.329 0.167 -0.420 0.432 -0.93
C -3.765 -1.046 1.083 -0.237 0.068 -0.722 -1.12
C -2.247 -0.859 1.268 -0.231 0.256 0.985 0.65
C -1.767 -0.862 2.744 -0.650 -1.237 -0.080 -1.00
C -0.500 -1.729 2.887 0.283 1.383 -0.375 -0.99
C 0.677 -1.190 2.023 -0.879 -0.804 0.517 0.30
C 1.914 -2.078 2.257 0.063 0.874 -0.342 -0.70
Si 3.470 -1.531 1.314 0.531 -0.652 0.149 0.09
C 4.789 -0.991 2.579 -0.569 0.095 -1.040 -1.26
C 4.175 -3.073 0.448 -0.432 0.520 0.165 -0.98
C 3.163 -0.204 0.010 0.036 0.015 0.372 0.26
C 2.176 -0.250 -0.971 -0.076 -0.600 0.359 0.31
C 2.066 0.757 -1.898 -0.912 0.170 -1.293 -0.56
C 2.917 1.836 -1.917 0.659 0.583 0.413 -0.65
C 3.892 1.913 -0.937 0.267 0.395 -0.301 -0.72
C 4.000 0.907 -0.008 0.531 -0.263 0.747 -0.31
H 2.318 -6.291 0.878 -0.150 0.150 -0.066 0.32
H 0.720 -6.953 0.558 -0.056 0.381 0.147 0.33
H 1.035 -5.186 0.360 0.008 -0.158 0.015 -0.29
H 1.232 -7.325 -1.635 0.186 0.170 -0.138 0.33
H 2.890 -6.761 -1.227 -0.213 -0.127 -0.396 0.33
H 0.056 -3.205 -1.645 -0.075 -0.150 -0.088 -0.47
H -0.538 -4.589 -0.760 0.035 0.096 -0.179 0.32
H -2.555 -3.802 -1.594 0.089 0.249 -0.251 0.48
H -2.145 -5.034 -2.749 0.068 0.209 -0.045 0.48
H -1.238 -3.471 -4.360 -0.157 0.228 -0.022 0.55
H -2.953 -3.095 -3.948 0.264 -0.116 -0.186 0.37
H -2.805 -1.860 -1.157 0.271 0.286 0.048 -0.63
H -2.335 -0.121 -1.295 -0.051 -0.247 0.244 0.15
H -4.563 0.489 -0.282 0.108 -0.114 -0.271 0.30
H -5.112 -1.190 -0.598 -0.063 0.396 -0.070 0.34
H -4.349 -0.571 1.880 0.195 0.152 -0.203 0.45
H -4.040 -2.110 1.129 0.367 0.110 0.222 0.27
H -1.924 0.092 0.827 0.036 -0.309 -0.220 0.07
H -1.756 -1.711 0.784 0.105 0.406 -0.213 -0.02
H -1.669 0.137 3.180 0.192 -0.062 -0.273 0.36
H -2.557 -1.366 3.327 0.166 0.210 0.024 0.42
H -0.749 -2.744 2.548 0.143 0.023 0.362 0.25
H -0.159 -1.702 3.929 -0.175 -0.439 -0.093 0.51
H 0.830 -0.138 2.296 0.268 -0.148 -0.101 0.26
H 0.342 -1.202 0.978 0.343 0.052 0.107 -0.25
H 1.689 -3.124 2.012 -0.042 0.124 0.096 0.27
H 2.153 -2.019 3.330 0.018 -0.236 -0.184 0.43
H 5.652 -0.658 1.989 0.060 -0.080 0.374 0.36
H 5.046 -1.890 3.145 0.055 0.303 0.165 0.32
H 4.430 -0.165 3.201 0.200 -0.224 0.142 0.33
H 4.109 -3.910 1.154 0.094 -0.002 -0.265 0.29
H 3.542 -3.261 -0.429 0.177 -0.257 0.100 0.22
H 5.209 -2.936 0.117 -0.153 -0.054 0.046 0.36
H 1.495 -1.096 -1.021 0.020 0.094 -0.034 0.25
H 1.309 0.714 -2.680 -0.004 -0.198 0.192 0.53
H 2.869 2.630 -2.654 -0.272 -0.210 -0.053 0.42
H 4.596 2.739 -0.908 -0.141 -0.036 -0.042 0.42
H 4.789 0.966 0.739 -0.084 0.132 -0.076 0.18
O -2.253 7.815 -0.353 0.016 -0.022 0.019 -0.67
C -1.672 6.824 0.037 -0.169 0.286 -0.127 0.49
C -0.761 6.889 1.213 0.062 -0.133 0.029 0.18
C -0.595 8.097 1.880 0.042 0.127 0.122 -0.56
C 0.220 8.163 2.998 0.015 -0.066 0.002 -0.49
C 0.872 7.022 3.456 -0.038 0.035 -0.051 -0.49
C 0.723 5.820 2.785 0.099 0.055 0.152 -0.53
C -0.088 5.750 1.659 -0.089 0.113 -0.054 0.22
C -0.225 4.455 0.938 0.194 -0.309 0.099 0.54
O 0.400 3.477 1.294 -0.046 0.013 0.018 -0.71
C -1.151 4.385 -0.225 -0.041 0.148 0.000 -0.16
C -1.318 3.177 -0.889 -0.080 -0.188 -0.107 -0.34
C -2.202 3.088 -1.952 -0.011 -0.047 0.012 -0.19
C -2.924 4.206 -2.357 0.042 0.005 0.049 -0.86
C -2.749 5.417 -1.708 -0.089 -0.069 -0.128 -0.71
C -1.860 5.513 -0.643 0.053 -0.115 0.047 0.33
H -1.105 8.983 1.527 -0.061 -0.089 -0.089 0.47
H 0.345 9.104 3.519 -0.003 -0.010 -0.007 0.40
H 1.498 7.074 4.337 0.000 0.001 -0.015 0.41
H 1.234 4.935 3.139 -0.046 -0.057 -0.123 0.50
H -0.760 2.305 -0.572 0.081 0.092 0.087 0.70
H -2.332 2.143 -2.466 -0.016 0.042 -0.062 0.55
H -3.620 4.131 -3.182 0.020 -0.008 0.002 0.44
H -3.307 6.288 -2.025 0.086 0.069 0.093 0.47
```
Positions in Å, forces in eV/Å.

# 2
Computed, not measured: C37H47AsClGaN5O6PS2 as an isolated structure in a non-equilibrium geometry, with the ωB97M-V functional and the def2-TZVPD basis.

Calculated values
ΔE to the lowest compared entry with this formula, charge and spin   1.4948 eV
HOMO   -0.699 eV
Charge   -2
Gap between HOMO and LUMO   4.818 eV

Structure (XYZ):
```
101
Properties=species:S:1:pos:R:3:forces:R:3:mulliken_charge:R:1
Ga 0.806 -0.153 -1.008 -0.397 -0.304 -0.388 -0.99
S 4.349 -2.616 -0.415 -0.580 -0.001 -0.432 -0.39
C 4.763 -1.038 0.110 0.446 0.394 1.008 -0.71
C 3.762 -0.153 -0.104 0.739 1.464 0.473 -0.28
C 2.638 -0.651 -0.777 0.431 0.295 0.445 1.16
C 2.826 -1.980 -1.022 0.171 -1.150 0.060 0.68
C 1.886 -2.762 -1.705 -0.378 0.707 -0.397 -0.36
C 1.949 -4.101 -2.005 -0.932 0.364 -0.170 -0.49
C 0.797 -4.754 -2.380 -0.373 -0.290 -0.393 -1.26
C -0.463 -4.021 -2.252 -0.092 -3.415 -1.268 -0.47
C -0.463 -2.723 -2.144 -0.057 2.895 1.520 -0.32
N 0.791 -1.958 -2.233 -1.304 -0.076 -0.433 0.48
H 5.581 -0.885 0.798 0.258 0.015 -0.285 0.38
H 3.863 0.896 0.193 -0.071 -0.446 0.024 0.19
H 2.923 -4.532 -1.938 0.470 -0.793 0.134 0.48
H 0.854 -5.766 -2.758 -0.277 -0.085 0.121 0.34
H -1.457 -4.555 -2.337 1.239 0.519 0.414 0.25
H -1.306 -2.133 -1.775 0.140 -0.184 -0.429 0.20
O 3.109 2.558 -1.540 -0.143 -0.597 -1.113 -0.57
As 1.583 2.637 -2.412 1.258 -0.107 0.476 1.37
O 2.012 2.497 -3.972 -0.280 -0.116 -0.411 -0.87
O 0.438 1.472 -1.891 0.527 0.001 0.030 -0.45
C 0.642 4.286 -2.102 -0.156 -0.047 -0.223 0.38
C -0.148 4.548 -3.228 -0.046 0.941 0.453 -1.27
C -1.063 5.586 -3.245 -1.116 -0.515 -0.605 -0.47
C -1.259 6.343 -2.111 1.015 1.198 1.196 -0.76
C -0.438 6.123 -0.999 0.570 -0.542 -0.211 -0.33
C 0.536 5.101 -0.979 -0.454 0.607 0.186 0.23
S 1.606 5.067 0.514 0.617 1.465 -0.416 1.07
O 0.696 5.325 1.607 -0.512 0.241 0.327 -0.63
O 2.603 6.143 0.320 -1.078 -1.269 -0.146 -0.85
O 2.150 3.724 0.562 0.364 -0.491 0.017 -0.48
H 3.174 2.991 -0.684 -0.766 0.386 0.513 0.43
H 0.014 4.044 -4.151 0.159 -0.847 -0.353 0.48
H -1.735 5.669 -4.121 0.657 0.296 0.464 0.30
H -1.818 7.288 -2.066 -0.373 -0.742 -0.310 0.31
H -0.485 6.747 -0.115 -0.159 0.085 -0.075 0.46
Cl 0.287 -3.311 -6.231 0.862 0.324 0.505 -0.29
C 1.924 -2.896 -5.576 -0.894 -0.065 0.360 0.48
C 2.982 -3.442 -6.279 0.391 0.231 1.116 -0.58
C 4.284 -3.189 -5.828 -0.340 0.539 -0.192 -0.45
C 4.475 -2.288 -4.793 0.700 0.997 1.547 -0.76
C 3.374 -1.779 -4.086 0.074 -0.100 -0.766 0.10
C 2.068 -2.086 -4.411 -0.738 -0.685 -2.305 -0.02
C 0.910 -1.439 -3.708 1.848 -0.036 1.650 -0.68
H 2.829 -4.103 -7.107 -0.233 -0.142 -0.313 0.43
H 5.092 -3.637 -6.377 0.385 -0.010 -0.016 0.37
H 5.456 -1.856 -4.401 -1.102 -1.158 -0.990 0.29
H 3.484 -1.029 -3.333 0.460 0.276 0.521 0.49
H 1.166 -0.359 -3.602 -0.602 -0.560 -0.557 -0.08
H -0.052 -1.677 -4.116 -0.280 0.337 -0.563 0.66
N -0.726 -0.472 -0.044 0.111 -0.043 0.106 0.35
P -1.025 -0.234 1.429 -1.526 0.097 0.964 -0.64
N -1.120 1.385 1.879 0.348 0.029 -0.476 0.58
C -1.861 1.714 3.064 -0.040 0.687 0.472 -0.38
C -1.981 3.229 3.181 0.224 0.889 0.600 -1.13
C -2.872 3.725 2.031 -0.284 2.204 1.728 -0.57
C -2.577 3.027 0.780 1.047 -1.354 -2.625 -0.37
C -1.146 2.457 0.846 1.317 -0.357 -0.661 0.48
N -0.123 -0.983 2.665 -0.798 0.893 -1.197 0.62
C 0.076 -2.386 2.314 -1.555 -0.083 -0.473 -0.12
C 0.435 -3.152 3.526 2.426 0.499 2.208 -1.00
C 1.753 -2.453 4.084 0.716 -1.240 0.364 -0.74
C 1.610 -0.963 4.339 -0.181 1.096 -0.714 -0.90
C 1.035 -0.236 3.087 0.401 -1.396 1.536 -0.20
N -2.541 -0.913 1.903 0.414 0.845 -1.384 1.09
C -2.881 -1.365 3.207 -1.967 -2.579 -0.660 -0.86
C -4.423 -1.325 3.504 1.291 1.212 0.711 -0.93
C -5.200 -2.119 2.521 -0.861 -2.557 -1.406 -0.48
C -4.414 -2.312 1.194 -0.448 0.198 -0.843 -1.05
C -3.574 -1.055 0.885 0.419 -1.380 0.470 -0.69
H -1.422 1.287 3.925 1.239 -0.323 1.209 0.43
H -2.825 1.213 3.140 -0.781 0.326 -0.672 -0.14
H -0.990 3.790 3.227 -1.010 -1.062 -0.408 0.28
H -2.492 3.536 4.108 0.163 -0.410 -0.003 0.41
H -2.664 4.819 1.907 -0.335 -0.695 0.132 0.25
H -3.917 3.612 2.390 0.323 0.106 -0.518 0.41
H -2.681 3.637 -0.165 -0.069 -0.475 1.039 0.34
H -3.175 2.111 0.669 -0.295 0.338 -0.162 -0.09
H -0.357 3.249 1.039 -1.068 -0.910 0.098 -0.42
H -0.812 1.934 -0.081 -0.652 0.746 0.480 0.05
H 0.840 -2.504 1.563 0.588 -0.054 -0.459 -0.08
H -0.864 -2.726 1.823 0.521 0.027 0.348 0.43
H 0.735 -4.197 3.359 -0.503 0.242 -0.156 0.37
H -0.219 -3.065 4.414 -0.514 -0.226 -0.865 0.27
H 2.566 -2.606 3.349 -0.256 -0.031 0.206 0.23
H 2.065 -2.999 5.030 -0.249 0.635 -0.944 0.40
H 2.561 -0.409 4.575 -0.753 -0.903 0.207 0.39
H 0.849 -0.814 5.113 0.288 0.114 0.290 0.28
H 1.801 -0.145 2.343 0.590 -0.009 -0.791 0.05
H 0.707 0.741 3.366 -0.036 0.731 0.113 0.41
H -2.409 -0.825 3.942 1.346 1.168 1.701 0.60
H -2.595 -2.457 3.332 -0.073 0.819 0.121 0.38
H -4.774 -0.245 3.556 0.389 -1.194 -0.099 0.24
H -4.570 -1.788 4.477 0.099 0.358 0.390 0.46
H -6.148 -1.608 2.347 -0.113 -0.158 -0.287 0.33
H -5.476 -3.201 2.857 0.433 1.870 -0.056 0.23
H -5.088 -2.444 0.322 -0.016 0.033 0.555 0.49
H -3.799 -3.252 1.169 -0.225 1.033 0.382 0.30
H -4.197 -0.173 0.786 -0.440 0.313 0.116 0.17
H -3.088 -1.212 -0.061 0.312 0.128 -0.488 0.34
```
Positions in Å, forces in eV/Å.

One value per record, in order, for LUMO level: -0.9 4.1 eV.